Entry 1:
57
Properties=species:S:1:pos:R:3 method="wB97M-V/def2-TZVPD" max_force_ev_per_a=0.8 gap_ha=0.2152 e_homo_ev=-1.89 total_charge=-2
Cs -0.813 3.585 1.694
Cl -4.772 3.515 3.546
Cl -5.635 6.509 2.431
Cl -4.053 4.341 0.432
Si -1.270 -0.519 -2.756
Si -3.894 5.204 2.479
F 3.563 2.965 2.242
F 3.594 3.481 4.334
F 4.221 4.930 2.866
O -1.019 0.739 2.453
O 1.138 4.470 3.977
O 1.569 4.863 1.807
N 0.330 -0.311 -2.260
N -1.106 -1.500 2.814
N 0.490 -0.584 1.371
C -2.302 -1.258 3.599
C 2.700 -0.711 -2.170
C 1.390 -1.056 -2.626
C 3.820 -1.455 -2.481
C 0.608 -1.737 0.489
C 2.483 -2.959 -3.754
C 1.850 4.496 2.968
C 1.350 -2.223 -3.447
C -1.539 -0.269 -4.620
C -0.560 -0.379 2.212
C -2.424 0.699 -1.898
C 3.311 3.962 3.113
C 3.738 -2.599 -3.276
C -2.043 -2.217 -2.343
C -0.251 -2.609 3.207
C 1.338 0.540 1.015
H 4.620 -3.179 -3.519
H -0.199 -2.439 0.677
H -2.067 -2.355 -1.259
H 0.396 -2.545 -3.848
H -0.212 -3.409 2.466
H 1.574 -2.237 0.612
H -2.705 -2.215 3.928
H -2.168 1.746 -2.075
H -2.106 -0.626 4.471
H -3.049 -0.752 2.990
H -2.450 0.561 -0.815
H 2.796 0.182 -1.565
H 4.784 -1.134 -2.099
H -0.634 -3.034 4.136
H 1.088 0.888 0.008
H -1.482 -3.050 -2.771
H 2.380 0.217 1.031
H 0.769 -2.266 3.385
H -3.441 0.541 -2.271
H -1.000 -1.018 -5.206
H -3.073 -2.284 -2.708
H 0.535 -1.392 -0.546
H 2.381 -3.838 -4.384
H -1.161 0.714 -4.913
H -2.597 -0.323 -4.892
H 1.208 1.331 1.748

Entry 2:
65
Properties=species:S:1:pos:R:3 method="wB97M-V/def2-TZVPD" max_force_ev_per_a=6.7 gap_ha=0.3190 e_homo_ev=-6.29 total_charge=-1
Y 0.638 0.694 -1.594
Cl 0.932 2.798 -3.238
S 3.419 -1.446 -1.787
S 4.227 0.823 -2.160
F 2.139 -1.998 1.856
F 3.825 2.257 -1.542
F 1.986 -2.133 -1.803
F -3.163 -2.570 -4.483
F -1.037 -2.987 -4.536
F -2.113 -3.088 -2.670
F 0.563 -1.414 3.295
F 0.692 -3.445 2.560
O 5.369 0.597 -1.309
O -1.385 -1.684 1.327
O 4.492 1.082 -3.544
O 0.328 -0.626 0.362
O 3.964 -1.761 -0.491
O 4.068 -1.891 -2.989
O -2.719 -0.273 -2.747
O -0.554 -0.529 -3.183
N 2.806 0.177 -1.877
N 1.796 1.784 0.337
N -1.124 2.157 -0.576
C -0.021 -1.764 0.975
C -2.298 1.095 2.576
C 5.307 3.384 1.234
C -2.001 -2.414 -3.833
C -1.763 -0.892 -3.607
C -3.560 -2.594 1.355
C -2.077 -2.919 1.479
C 0.839 -2.133 2.189
C -1.801 2.103 0.337
C -4.069 -0.602 -2.698
C 4.668 2.552 2.355
C 2.647 1.614 1.081
C -4.798 0.548 -1.951
C -2.691 2.072 1.481
C 3.816 1.343 1.903
C -0.908 1.466 3.138
H -1.824 -3.490 2.376
H 6.269 2.940 0.993
H -4.318 -1.481 -2.090
H -3.740 -2.130 0.385
H -4.763 1.433 -2.584
H -0.733 1.039 4.127
H -1.985 -0.458 -4.599
H 4.677 3.388 0.344
H 0.184 -2.600 0.281
H -0.128 1.139 2.452
H -3.105 0.932 3.287
H -5.861 0.309 -1.862
H 5.442 2.048 2.942
H 4.151 3.168 3.092
H -3.708 2.003 1.081
H -2.719 3.083 1.909
H -4.093 -3.540 1.192
H -1.782 -3.562 0.642
H -3.965 -2.121 2.245
H -0.817 2.545 3.302
H 5.340 4.418 1.573
H 4.484 0.639 1.406
H -4.469 -0.691 -3.715
H -4.356 0.610 -0.961
H -2.113 0.117 2.119
H 3.491 0.884 2.839

Entry 3:
51
Properties=species:S:1:pos:R:3 method="wB97M-V/def2-TZVPD" max_force_ev_per_a=5.5 gap_ha="0.2204 / 0.2061" e_homo_ev="-17.09 / -17.08" total_charge=+3
Pb 4.069 0.520 0.234
I 6.006 -0.789 -1.281
Cl 2.604 -1.087 -1.023
P 2.298 2.069 -2.384
O 6.203 1.837 1.643
O 0.074 2.549 0.223
O -2.743 -3.462 0.230
N 0.057 -0.289 0.916
N -4.335 -2.111 1.148
C -4.861 -0.117 2.619
C -0.933 -1.043 0.452
C -1.879 -1.165 2.675
C -3.032 -2.409 0.812
C -1.961 -1.475 1.321
C -4.815 -0.701 1.210
C 4.023 2.446 -2.769
C 8.276 0.481 1.071
C 1.519 3.698 -2.740
C -5.651 -3.307 -0.639
C 6.978 1.047 1.249
C 0.140 0.035 2.188
C 1.722 1.174 -3.873
C 1.028 2.019 -0.134
C -5.367 -3.115 0.830
C -0.817 -0.387 3.128
H -2.647 -1.554 3.364
H 2.092 1.695 -4.771
H -6.269 -2.787 1.349
H 8.528 0.527 -0.007
H 4.057 2.911 -3.767
H 8.200 -0.577 1.382
H -5.943 -2.366 -1.111
H 1.869 4.066 -3.718
H 9.046 1.012 1.665
H -5.770 0.486 2.724
H 0.423 3.582 -2.748
H -4.775 -3.707 -1.145
H -4.170 -0.082 0.568
H -5.023 -4.062 1.253
H 1.796 4.409 -1.945
H -6.468 -4.021 -0.762
H -5.825 -0.714 0.778
H 2.113 0.149 -3.824
H -0.712 -0.113 4.176
H -4.875 -0.911 3.372
H 4.619 1.521 -2.748
H 0.992 0.645 2.512
H -3.993 0.529 2.798
H 4.428 3.145 -2.022
H -0.915 -1.349 -0.594
H 0.620 1.147 -3.883

Entry 4:
53
Properties=species:S:1:pos:R:3 method="wB97M-V/def2-TZVPD" max_force_ev_per_a=1.7 gap_ha="0.2731 / 0.2692" e_homo_ev="-11.10 / -10.90" total_charge=+1 spin_multiplicity=2
Se -1.433 1.772 0.005
Cr 0.243 -0.022 0.020
S 0.243 -0.629 2.309
Si 3.615 0.249 -0.004
O 1.961 0.405 0.012
N -1.669 -2.222 3.246
N -1.625 -2.125 0.987
N -1.042 -1.516 -0.101
N -0.551 2.643 2.607
N 0.041 -0.158 -1.985
N -2.496 1.726 2.679
C -1.330 -1.962 -1.273
C -0.731 -1.183 -2.380
C -3.733 1.061 2.261
C -2.211 -3.127 -1.535
C 0.604 0.632 -2.899
C 0.741 3.107 2.099
C -1.094 -1.731 2.123
C -0.945 2.643 3.931
C -1.499 2.072 1.857
C 4.309 1.583 1.076
C -0.371 -0.625 -4.668
C 0.419 0.431 -4.256
C -0.955 -1.446 -3.715
C -2.165 2.072 3.976
C 4.227 0.427 -1.746
C 4.060 -1.425 0.644
H 3.665 -1.575 1.653
H 1.219 1.434 -2.515
H 3.659 -2.213 -0.001
H 3.982 1.447 2.111
H -4.345 0.899 3.144
H 5.148 -1.548 0.683
H 3.993 2.575 0.737
H -1.576 -2.285 -4.002
H -3.501 0.106 1.797
H -2.293 -3.006 3.135
H -4.270 1.684 1.552
H 3.950 1.393 -2.182
H -1.135 -2.178 4.097
H -2.824 1.885 4.807
H 5.320 0.355 -1.770
H 3.828 -0.369 -2.383
H 1.300 3.535 2.925
H -2.515 -3.581 -0.600
H 5.404 1.560 1.066
H -0.534 -0.808 -5.722
H -3.102 -2.812 -2.085
H 0.890 1.093 -4.969
H 0.589 3.859 1.330
H -0.329 3.043 4.716
H -1.683 -3.864 -2.144
H 1.294 2.272 1.676

Entry 5:
55
Properties=species:S:1:pos:R:3 method="wB97M-V/def2-TZVPD" max_force_ev_per_a=0.9 gap_ha=0.3419 e_homo_ev=-14.00 total_charge=+2
Sn -0.384 -0.163 1.911
P -2.155 1.029 -1.465
N -1.626 -1.318 0.033
N 0.302 2.264 -1.964
N 4.308 -0.574 1.616
N 1.755 -4.320 1.550
N 0.224 1.345 0.034
N -3.950 2.375 0.157
N -2.479 1.256 1.357
N 0.480 -2.455 2.084
N -2.511 -1.691 -1.952
N 2.079 -0.152 2.178
N 2.732 -2.264 1.481
C -2.033 -0.755 -1.100
C 1.393 2.017 -0.097
C -3.336 1.885 2.196
C 1.457 2.591 -1.331
C -2.868 1.564 0.126
C -1.858 -2.647 -0.103
C 3.021 -0.948 1.779
C 0.012 2.612 -3.329
C 5.373 -1.493 1.262
C 1.599 -2.991 1.737
C -4.644 2.920 -0.980
C -0.428 1.511 -1.112
C -2.953 -1.528 -3.312
C -4.255 2.584 1.460
C -2.407 -2.892 -1.328
C 4.674 0.812 1.848
H -3.979 3.549 -1.574
H 2.100 2.074 0.701
H -1.047 2.469 -3.540
H -5.080 3.196 1.758
H -2.178 -1.873 -4.001
H 0.990 -4.947 1.733
H 5.127 -2.082 0.378
H 2.666 -4.742 1.496
H 0.604 1.989 -4.006
H 2.442 0.738 2.501
H -3.857 -2.114 -3.482
H 5.630 -2.151 2.094
H -3.173 -0.481 -3.516
H 0.266 3.658 -3.501
H -5.479 3.523 -0.632
H -0.215 -3.158 2.314
H -1.642 -3.351 0.674
H -5.030 2.121 -1.616
H 4.580 1.083 2.902
H 4.071 1.481 1.232
H 5.710 0.964 1.565
H -3.249 1.797 3.261
H -2.733 -3.803 -1.786
H 2.206 3.202 -1.791
H 6.258 -0.917 1.008
H 3.491 -2.802 1.087

Entry 6:
46
Properties=species:S:1:pos:R:3 method="wB97M-V/def2-TZVPD" max_force_ev_per_a=5.0 smiles="O=C(NC1CCCC1)[C@@H]1CCC(=O)N1C1CCCCC1" gap_ha=0.3645 e_homo_ev=-9.17
O -1.149 2.284 0.148
O 2.084 -1.883 -2.015
N 1.354 -0.275 -0.478
N -1.681 0.303 -0.350
C 0.719 1.059 -0.598
C -0.690 1.220 -0.153
C 3.502 -0.538 3.233
C 1.299 -0.710 1.976
C 0.884 1.533 -2.018
C 2.069 -1.156 3.174
C 1.365 0.307 -2.809
C 3.510 -0.066 0.844
C -4.355 -0.763 -1.912
C 4.309 -0.590 2.048
C -3.049 0.303 -0.022
C 1.633 -0.780 -1.768
C -4.895 0.638 -1.634
C 2.165 -0.765 0.701
C -3.654 -0.989 -0.565
C -3.822 1.398 -0.764
H 2.153 -2.263 3.130
H 2.275 -1.912 0.633
H 3.389 0.478 3.590
H 4.705 -1.612 1.907
H -2.897 -1.742 -0.711
H -3.312 1.964 -1.570
H -4.914 1.238 -2.577
H -3.273 0.436 1.041
H 2.293 0.557 -3.405
H -1.303 -0.586 -0.650
H 5.162 0.020 2.222
H 4.044 -1.049 4.052
H 1.637 2.287 -1.911
H 0.367 -1.323 1.793
H -4.316 2.092 -0.066
H 0.038 2.124 -2.434
H -5.216 -1.402 -2.087
H 1.206 1.755 0.107
H 1.512 -0.962 4.127
H 4.033 -0.298 -0.072
H 3.471 1.045 0.890
H -4.388 -1.393 0.124
H 0.774 0.257 2.109
H -5.823 0.678 -1.094
H 0.506 -0.018 -3.410
H -3.723 -0.900 -2.778

Number 1: calculated total energy -3294.917786 hartree. Number 2: calculated total energy -3485.533115 hartree. Number 3: calculated total energy -2251.495860 hartree. Number 4: calculated total energy -5162.585913 hartree. Number 5: calculated total energy -1782.867553 hartree. Number 6: calculated total energy -885.245063 hartree.